(1)
Entry from the OMol25 dataset: a cluster of 9 separate species, C25H68O11 in total in a non-equilibrium geometry (the ωB97M-V functional and the def2-TZVPD basis).

Structure (XYZ):
```
104
Properties=species:S:1:pos:R:3:forces:R:3
C 4.70129 -0.71682 2.59141 -2.10 6.33 -3.97
C 4.76129 -1.26682 1.20841 6.33 1.64 1.33
C 4.60129 -0.21182 0.16541 4.04 2.03 -2.13
O 6.08329 -1.91182 1.16541 -0.05 4.59 0.65
H 3.69629 -0.27982 2.55241 -0.34 -0.29 1.25
H 5.27229 0.23718 2.78041 0.00 -0.37 -1.29
H 5.00929 -1.10082 3.42441 0.93 -4.09 4.47
H 4.06829 -1.95782 1.20941 -3.72 -3.74 -0.86
H 3.67529 0.22818 0.30541 -2.16 0.73 -0.36
H 4.85029 -0.54482 -0.92659 -0.95 0.33 2.02
H 5.32429 0.81218 0.27341 -1.46 -3.08 0.20
H 6.15629 -2.77282 0.92841 -0.48 -3.97 -1.32
C 1.71229 -0.98182 -4.35959 -1.18 -0.40 1.11
C 1.57429 0.53318 -4.21859 -3.65 -1.32 1.78
C 0.06629 0.92718 -4.01559 0.52 -1.60 -0.74
O 2.25629 0.98918 -3.07659 1.03 0.22 -0.26
H 2.72229 -1.18382 -4.52959 1.74 -0.36 -0.99
H 1.06129 -1.34682 -5.17359 0.48 0.12 0.29
H 1.55929 -1.63882 -3.46159 -0.62 1.09 -0.37
H 1.77829 0.87918 -5.18459 1.54 1.37 -1.17
H -0.41371 0.64218 -4.95859 -0.40 -0.20 0.26
H -0.14671 1.98418 -3.92259 0.34 0.23 0.40
H -0.31471 0.30618 -3.17659 -0.12 0.66 -0.46
H 2.34029 1.94118 -3.16659 0.21 0.28 0.12
C 3.03229 -3.86282 -1.91559 0.55 -1.28 -4.04
C 2.38029 -5.19982 -1.62159 -0.19 -0.75 -1.45
C 2.88029 -6.28182 -2.63259 0.56 -0.40 2.80
O 2.75129 -5.58582 -0.30559 0.59 0.65 -0.09
H 2.61829 -3.12082 -1.41459 -1.46 3.33 3.22
H 2.93029 -3.40282 -2.94059 -1.06 -1.30 0.14
H 4.09429 -3.75682 -2.01659 0.98 -0.82 1.36
H 1.23929 -5.23482 -1.66359 1.32 0.84 -0.15
H 2.15529 -7.09582 -2.53459 0.52 -0.39 -0.03
H 3.91829 -6.57782 -2.19659 -1.69 0.27 -1.36
H 2.84029 -5.97482 -3.65059 0.43 0.44 -0.76
H 2.07929 -6.16182 0.02641 -0.51 -0.58 0.39
C 1.53029 4.56918 1.23441 1.02 1.34 -3.29
C 2.47429 3.40318 1.05641 -1.77 -0.74 -0.40
C 3.65929 3.62118 1.91041 1.46 0.55 -0.28
O 1.74829 2.24118 1.42941 2.33 1.82 5.31
H 2.05029 5.48118 0.68441 -1.32 -1.18 2.00
H 1.06729 4.57118 2.18841 0.65 0.80 1.53
H 0.64229 4.39918 0.66741 -0.52 -0.23 -1.08
H 2.75029 3.20418 -0.02259 0.09 0.88 0.89
H 4.39029 2.85118 1.69041 0.62 0.24 -0.08
H 3.56729 3.64418 2.97941 -0.99 -0.44 0.61
H 3.98029 4.66218 1.72541 0.60 -0.62 -0.38
H 1.44029 1.81918 0.71141 -1.80 -2.04 -4.16
C -4.70871 -0.24582 4.67541 1.42 4.94 2.92
C -3.12471 -0.01682 4.80541 -0.82 -2.15 -0.97
C -2.74671 1.17918 5.56141 2.26 5.52 -4.64
O -2.53171 -1.04582 5.59341 1.25 -1.52 -2.98
H -5.11071 0.72218 4.19841 0.31 -1.37 0.85
H -5.19471 -0.39082 5.71641 0.77 0.14 -1.76
H -4.89971 -0.97482 4.01741 -0.79 -3.08 -2.10
H -2.68271 -0.18782 3.73341 -0.59 0.88 2.02
H -3.04871 2.17918 5.00941 -0.19 -1.78 0.95
H -1.66071 1.48818 5.64341 -0.69 -1.43 -0.31
H -3.07271 1.27418 6.50841 -1.73 -0.21 3.25
H -2.91271 -1.01382 6.42341 -1.21 0.04 2.68
C -2.33771 -3.82482 -1.18859 -0.08 -0.41 1.22
C -2.58871 -3.15982 0.16541 3.34 1.17 1.43
C -3.45471 -1.94682 0.01341 0.38 1.15 1.23
O -3.16071 -3.99082 1.13241 1.13 -0.31 3.70
H -2.05771 -3.05682 -1.87959 -0.12 0.19 -0.70
H -3.20971 -4.36882 -1.39659 -1.98 -0.02 -1.06
H -1.67971 -4.68182 -1.27459 1.09 0.31 0.76
H -1.51271 -2.87482 0.57541 -1.90 -0.06 -0.83
H -4.40071 -2.17082 -0.33759 -1.80 -0.81 -1.63
H -2.99171 -1.14282 -0.46059 0.96 0.93 -2.19
H -3.77871 -1.27782 0.81641 0.53 -1.07 1.57
H -2.76671 -3.69282 2.08141 -1.59 -1.11 -3.51
C 1.14129 -1.00382 0.31441 -2.34 -2.00 -6.21
C 0.15029 -0.03282 -0.17959 -4.49 -0.78 -1.30
C -1.01571 0.42618 0.79841 -0.12 -2.54 0.88
O 0.60229 1.17118 -0.59059 1.16 2.82 -0.30
H 0.55229 -1.89682 0.50441 0.85 -0.59 -0.14
H 1.54129 -0.64682 1.07541 3.32 2.83 7.66
H 2.00929 -0.97082 -0.37859 -0.82 -1.12 -0.21
H -0.36071 -0.50982 -1.10159 0.34 0.29 1.24
H -0.66571 1.05918 1.59541 0.89 0.08 0.45
H -1.49671 -0.50782 1.36541 0.58 2.05 -1.51
H -1.70171 1.12518 0.29641 -0.18 -0.94 -0.27
H 1.03329 1.22818 -1.43459 0.55 -0.69 -0.86
O 0.39829 5.58018 -1.85059 1.05 1.24 -1.04
C -1.01071 5.35718 -1.66559 2.86 -2.00 0.18
C -1.19171 3.87418 -1.58159 1.33 -3.10 1.18
O -2.53271 3.55818 -1.52859 -1.43 3.79 0.99
H 0.37029 6.37118 -2.43859 0.82 -0.91 0.82
H -1.14471 5.84018 -0.71459 -1.81 0.62 -0.11
H -1.29671 5.54918 -2.65959 -2.40 1.39 -0.50
H -0.76171 3.34118 -0.66659 0.30 1.30 -0.91
H -0.75271 3.27318 -2.44059 0.04 1.38 0.59
H -2.66071 2.71718 -1.82859 -0.84 -3.60 -1.13
O -3.90971 1.12218 -1.80659 1.83 -1.43 -4.34
C -5.06971 1.02018 -1.10259 -0.99 0.96 1.66
C -4.75471 1.55918 0.29541 -2.59 -0.99 0.73
O -5.97171 1.34918 1.10041 -0.77 1.09 -0.79
H -3.97271 0.41518 -2.55659 0.53 2.18 1.91
H -5.94571 1.63718 -1.45159 0.74 -0.52 -0.29
H -5.28571 -0.02482 -1.16059 -1.11 -0.67 0.92
H -4.51671 2.61318 0.28141 0.35 0.23 -0.23
H -4.00471 0.98718 0.83341 0.21 0.04 -0.21
H -6.75571 1.86318 0.72141 1.87 -0.95 0.62
```
Forces are in eV/Å.

Results
Relative energy (zero: lowest compared OMol25 entry of this formula, charge and spin): 907.9 kJ/mol
2S+1: 1
LUMO level: 0.22 eV
Calculated total energy: -49538.807 eV
SMILES: CC(C)O.CC(C)O.CC(C)O.CC(C)O.CC(C)O.CC(C)O.CC(C)O.OCCO.OCCO
HOMO energy: -9.35 eV

These are the Mulliken partial charges, in e, on atoms 1 to 6: atom 1 (C): -1.492, atom 2 (C): 0.670, atom 3 (C): -0.295, atom 4 (O): -0.629, atom 5 (H): 0.162, atom 6 (H): 0.312

=====

(2)
Entry from the OMol25 dataset: a cluster of 10 separate species, C25H71NO9 in total in a non-equilibrium geometry (the ωB97M-V functional and the def2-TZVPD basis).

Structure (XYZ):
```
106
Properties=species:S:1:pos:R:3:forces:R:3
N -1.29537 0.30172 0.02689 -0.20 0.10 -0.33
H -1.32688 -0.70778 0.03050 0.14 -0.83 0.34
H -1.08524 0.57840 -0.92147 0.16 0.35 -0.59
H -0.59985 0.67950 0.65430 0.46 -0.05 0.38
H -2.20443 0.66032 0.28210 -0.56 0.20 0.16
C -0.93692 -7.19699 -0.24189 0.34 2.27 -0.20
O -1.23750 -5.84465 -0.46448 -0.22 -0.86 -0.06
H -0.72176 -7.77494 -1.14065 -0.25 -0.33 -0.75
H 0.02068 -7.24439 0.27663 0.47 -0.43 0.72
H -1.68130 -7.74606 0.33475 -0.36 -0.29 0.31
C -4.19154 -4.91620 5.70305 -0.62 0.62 -0.03
C -4.32708 -3.48861 5.15054 1.87 0.23 0.81
C -3.02581 -2.66778 5.34489 0.04 0.10 0.85
O -4.55420 -3.52372 3.77587 -0.74 0.00 -0.83
H -3.34963 -5.42691 5.23565 -0.01 -0.05 -0.01
H -5.12534 -5.42073 5.45492 0.13 -0.30 -0.01
H -4.07876 -4.93690 6.78700 0.12 0.07 0.00
H -5.15633 -2.95767 5.61803 -0.11 -0.10 -0.06
H -3.13683 -1.62188 5.05879 -0.20 -0.06 -0.31
H -2.17608 -3.08893 4.80759 -0.18 -0.20 -0.40
H -2.65612 -2.62762 6.36949 -0.32 -0.17 0.33
H -3.79526 -3.97752 3.40213 0.04 -0.16 -0.40
C 6.18083 -3.17134 -4.57739 -1.23 -0.39 0.84
C 4.86447 -3.97960 -4.30987 2.01 -1.30 -1.10
C 5.21150 -5.47336 -4.11187 -0.28 -0.09 0.04
O 4.20573 -3.58502 -3.14516 -0.20 1.05 0.30
H 6.97067 -3.50500 -3.90439 0.01 0.17 0.10
H 5.93322 -2.12540 -4.39631 0.33 0.11 -0.12
H 6.52088 -3.32090 -5.60213 -0.14 0.03 0.03
H 4.27811 -3.81652 -5.21413 -0.53 -0.11 0.06
H 4.33628 -6.07184 -3.85905 -0.33 0.17 -0.07
H 5.83980 -5.53998 -3.22366 0.25 0.02 -0.09
H 5.67875 -6.00618 -4.94005 0.22 0.38 -0.16
H 3.32857 -3.97309 -3.18511 -0.14 -0.05 0.23
C -7.30927 4.07469 2.71714 -0.09 -0.29 -0.52
C -7.48199 2.55787 2.78306 0.61 0.06 0.84
C -8.85520 2.06112 2.51395 -0.69 0.04 -0.29
O -6.58184 1.92884 1.87858 0.69 0.47 -0.34
H -6.29991 4.36994 3.00370 -0.01 -0.08 -0.03
H -8.01730 4.58775 3.36795 0.00 -0.18 0.13
H -7.50125 4.42918 1.70443 0.06 0.02 -0.12
H -7.21835 2.27181 3.80128 0.19 -0.14 0.27
H -8.93960 0.99016 2.69845 0.08 -0.07 0.07
H -9.05067 2.22208 1.45377 -0.43 0.15 0.01
H -9.57700 2.56375 3.15774 -0.17 0.02 -0.21
H -6.73636 0.98157 1.85832 -0.18 -0.04 0.16
C 5.36751 -4.41889 3.16624 0.82 -1.47 0.09
C 5.86893 -3.00810 3.13023 -0.65 -0.31 -0.17
C 7.22059 -2.84357 2.49812 0.98 1.00 0.40
O 4.94146 -2.24102 2.37462 -0.22 0.52 -0.04
H 5.53807 -4.91788 2.21229 -0.41 0.31 -0.55
H 4.33158 -4.57545 3.46697 0.11 0.33 0.05
H 6.02451 -5.05008 3.76461 -0.09 0.10 0.66
H 5.87073 -2.56333 4.12535 0.01 -0.03 0.07
H 8.06842 -3.28713 3.02016 -0.22 -0.45 0.11
H 7.40824 -1.77340 2.58534 0.19 0.17 -0.34
H 7.28520 -3.09655 1.43985 -0.29 -0.25 0.02
H 4.95087 -2.65377 1.50793 -0.26 0.10 -0.32
C 6.20335 4.94369 -4.19055 -0.33 0.75 -0.02
C 6.08024 5.18872 -2.65828 -0.11 -1.03 -2.14
C 5.99370 3.85491 -1.86942 0.41 0.72 0.43
O 7.22983 5.98886 -2.39118 0.13 -0.35 0.66
H 6.18044 5.90515 -4.70355 0.02 0.24 0.14
H 5.40208 4.38475 -4.67389 -0.02 -0.41 0.43
H 7.17513 4.53313 -4.46477 -0.05 -0.34 0.33
H 5.20729 5.81110 -2.46156 -0.30 -0.22 0.03
H 5.15027 3.17949 -2.01280 -0.61 0.74 -0.40
H 5.97660 4.18497 -0.83073 0.23 -0.56 0.30
H 6.80993 3.16076 -2.06953 0.56 0.53 0.13
H 7.00131 6.66438 -1.74849 0.06 -0.07 0.12
C -5.95244 -2.26157 -4.59373 0.29 0.20 -0.60
C -5.12044 -2.92070 -5.70106 -0.11 0.10 -0.60
C -5.38206 -2.38086 -7.14234 -0.23 -0.29 1.04
O -3.72472 -2.76810 -5.48083 0.00 0.24 0.29
H -5.58677 -1.24213 -4.47076 -0.24 0.11 0.25
H -5.86321 -2.83744 -3.67259 0.24 0.16 0.12
H -7.01422 -2.27036 -4.83998 -0.01 0.16 -0.13
H -5.34516 -3.97772 -5.55855 -0.14 -0.34 -0.87
H -4.83729 -2.90197 -7.92959 -0.10 -0.42 0.28
H -5.05352 -1.34652 -7.24376 -0.10 0.15 0.39
H -6.45630 -2.42706 -7.32117 0.03 0.01 -0.27
H -3.56080 -3.15747 -4.61878 0.39 -0.09 0.13
C -1.97373 5.06219 -4.90605 1.23 1.12 0.88
C -0.68473 4.91647 -4.02989 -1.33 -0.17 -0.15
C -0.94153 5.38761 -2.59552 0.14 -0.09 -0.16
O -0.44175 3.52417 -3.99403 0.87 -0.62 0.66
H -2.03949 6.12713 -5.12891 -0.60 0.04 -0.15
H -2.80338 4.72256 -4.28602 -0.14 0.08 -0.26
H -1.94136 4.51050 -5.84557 0.19 -0.06 0.13
H 0.17228 5.48217 -4.39542 0.07 -0.10 -0.48
H -0.07388 5.38770 -1.93576 0.33 -0.41 -0.30
H -1.68059 4.71641 -2.15806 -0.26 0.29 0.11
H -1.24529 6.43421 -2.57404 -0.50 -0.11 -0.16
H -0.19838 3.23094 -4.87516 -0.01 -0.02 -0.07
C 0.60243 5.29069 6.00345 -0.21 -0.24 -0.23
C 1.77323 4.33985 5.84951 -0.45 -1.38 1.21
C 1.87625 3.32655 7.02549 0.69 1.89 0.59
O 1.50416 3.50383 4.76020 -0.40 -0.17 -1.92
H 0.67563 5.96194 6.85912 0.22 -0.05 -0.06
H -0.29658 4.68687 6.12710 -0.08 -0.04 0.12
H 0.44495 5.86567 5.09093 0.19 0.14 0.03
H 2.71221 4.85682 5.65168 0.13 0.24 0.41
H 2.77174 2.71314 6.92589 -0.11 -0.20 -0.13
H 0.98250 2.71995 7.17164 0.03 0.11 -0.37
H 2.02960 3.93045 7.91986 0.01 -0.21 0.43
H 2.24775 2.90177 4.68146 -0.02 -0.12 -0.11
```
Forces are in eV/Å.

Results
Relative energy (zero: lowest compared OMol25 entry of this formula, charge and spin): 671.0 kJ/mol
2S+1: 1
LUMO level: -1.90 eV
Calculated total energy: -46986.307 eV
HOMO energy: -4.18 eV

These are the Mulliken partial charges, in e, on atoms 1 to 6: atom 1 (N): -0.664, atom 2 (H): 0.452, atom 3 (H): 0.378, atom 4 (H): 0.396, atom 5 (H): 0.361, atom 6 (C): -0.537